Record 1
A 2-piece molecular cluster, C3H5IO3 overall in a non-equilibrium geometry, computed with ωB97M-V/def2-TZVPD.

Structure (ORCA input):
```
! RIJCOSX wB97M-V def2-TZVPD def2/J DEFGRID3
* xyz 0 1
I -3.749 0.215 -0.276
O -1.562 0.262 1.765
O 1.421 -0.292 1.090
O 0.492 1.491 -0.909
C 0.213 0.183 -0.934
C -1.744 0.129 0.615
C 1.083 -0.777 -0.223
H 0.601 -1.835 -0.269
H 0.797 1.664 0.058
H -0.343 0.060 -1.943
H 0.644 -0.351 1.677
H 2.146 -0.748 -0.650
*
```

Computed properties:
* E_LUMO (spin up / spin down): -0.62 / -1.13 eV
* relative energy (zero: lowest compared OMol25 entry of this formula, charge and spin): 59.69 kcal/mol

Löwdin population analysis, charges in e, atoms 1 to 4: number 1, I, carries 0.57; number 2, O, carries -0.07; number 3, O, carries -0.08; number 4, O, carries 0.01

Record 2
A single C7H8F3IO6S molecule in a non-equilibrium geometry, computed with ωB97M-V/def2-TZVPD.

Structure (ORCA input):
```
! RIJCOSX wB97M-V def2-TZVPD def2/J DEFGRID3
* xyz 0 1
I -4.370 -0.343 -1.854
S 0.599 3.194 0.187
F -1.047 -3.074 0.956
F 1.185 -3.555 -0.054
F 0.833 -3.658 2.301
O -3.013 0.458 0.800
O 2.003 3.095 0.856
O -0.282 1.767 0.602
O -0.045 -0.735 2.309
O -0.298 4.320 0.815
O 0.485 2.994 -1.521
C 0.891 -1.336 1.335
C -2.694 0.073 -0.438
C 0.712 1.514 -1.611
C 1.151 -0.440 -0.011
C -1.195 -0.173 -1.044
C 0.007 0.681 -0.343
C 0.431 -2.886 1.066
H 2.201 0.109 0.115
H -1.281 -0.017 -2.223
H 1.903 1.493 -1.557
H 1.270 -1.152 -0.933
H 0.534 1.099 -2.700
H -0.983 -0.703 1.957
H 1.941 -1.398 1.900
H -0.938 -1.326 -0.910
*
```

Computed properties:
* SMILES: O=C(I)C[C@@]1(C[C@@H](O)C(F)(F)F)COS(=O)(=O)O1
* E_LUMO: -0.74 eV

Löwdin population analysis, charges in e, atoms 1 to 4: number 1, I, carries 0.74; number 2, S, carries 0.92; number 3, F, carries 0.01; number 4, F, carries 0.00

Record 3
A 2-piece molecular cluster, C2H3N2O3 overall in a non-equilibrium geometry, computed with ωB97M-V/def2-TZVPD.

Structure (ORCA input):
```
! RIJCOSX wB97M-V def2-TZVPD def2/J DEFGRID3
* xyz -1 1
O -1.762 1.909 -0.345
O 0.659 -2.805 -1.274
O 1.951 -2.672 0.490
N 1.052 -2.220 -0.232
N -1.276 1.103 0.530
C 0.449 -1.033 0.218
C -0.083 -0.164 -0.560
H 0.471 -0.982 1.382
H -0.571 1.608 1.154
H -0.604 -0.007 -1.549
*
```

Computed properties:
* E_LUMO (spin up / spin down): 3.64 / 3.64 eV
* relative energy (zero: lowest compared OMol25 entry of this formula, charge and spin): 201.22 kcal/mol

Löwdin population analysis, charges in e, atoms 1 to 4: number 1, O, carries -0.38; number 2, O, carries -0.02; number 3, O, carries -0.02; number 4, N, carries -0.43

Record 4
A 4-piece molecular cluster, H8O4 overall in a non-equilibrium geometry, computed with ωB97M-V/def2-TZVPD.

Structure (ORCA input):
```
! RIJCOSX wB97M-V def2-TZVPD def2/J DEFGRID3
* xyz 0 1
O 2.510 0.451 -0.089
O 0.470 -0.958 -0.031
O -0.890 1.253 0.079
O -1.987 -0.234 0.111
H -0.364 -1.386 -0.200
H -0.395 2.045 0.189
H 2.317 -0.425 -0.385
H -0.585 0.770 -0.749
H 0.626 -1.139 0.952
H 2.874 0.346 0.837
H -2.033 -1.110 -0.243
H -2.543 0.386 -0.471
*
```

Computed properties:
* SMILES: O.O.O.O
* E_LUMO: 0.52 eV
* relative energy (zero: lowest compared OMol25 entry of this formula, charge and spin): 90.42 kcal/mol

Löwdin population analysis, charges in e, atoms 1 to 4: number 1, O, carries -0.08; number 2, O, carries -0.09; number 3, O, carries -0.14; number 4, O, carries -0.15

Record 5
A 2-piece molecular cluster, C2F5NO overall in a non-equilibrium geometry, computed with ωB97M-V/def2-TZVPD.

Structure (ORCA input):
```
! RIJCOSX wB97M-V def2-TZVPD def2/J DEFGRID3
* xyz 0 1
F -1.591 0.855 -0.677
F -0.478 2.017 0.751
F 1.102 -2.997 0.720
F 0.437 1.425 -1.100
F 0.168 -1.326 -1.483
O 0.153 -0.144 1.782
N 0.079 -0.232 0.565
C -0.407 1.079 -0.149
C 0.506 -1.105 -0.268
*
```

Computed properties:
* E_LUMO (spin up / spin down): -3.24 / -3.08 eV
* relative energy (zero: lowest compared OMol25 entry of this formula, charge and spin): 106.03 kcal/mol

Löwdin population analysis, charges in e, atoms 1 to 4: number 1, F, carries 0.22; number 2, F, carries 0.24; number 3, F, carries -0.29; number 4, F, carries 0.21

Record 6
A 6-piece molecular cluster, C25H63BrFNO10PS2 overall in a non-equilibrium geometry, computed with ωB97M-V/def2-TZVPD.

Structure (ORCA input):
```
! RIJCOSX wB97M-V def2-TZVPD def2/J DEFGRID3
* xyz -1 1
Br 1.641 0.806 1.235
S -2.460 2.297 1.192
S 0.866 1.913 -4.297
P 0.782 1.014 -1.995
F 2.385 2.472 -4.567
O -2.410 0.895 1.464
O -2.086 -2.606 -1.788
O 3.956 6.821 -0.242
O 3.740 0.106 4.640
O 0.057 3.099 -4.476
O -6.382 -6.172 -2.666
O -0.816 -1.882 2.558
O -3.291 3.117 2.013
O -0.986 2.857 1.243
O 0.728 0.886 -5.298
N 2.385 1.696 -1.658
C 1.796 4.109 -1.557
C 2.656 2.888 -1.343
C -2.071 1.366 -2.651
C -8.079 -7.479 -3.804
C 0.877 -1.364 -0.441
C -7.644 -6.103 -3.323
C 6.068 0.683 4.983
C 0.577 0.124 -0.306
C 0.715 -1.677 4.429
C -8.687 -5.464 -2.420
C -2.803 2.627 -0.522
C -2.704 -3.144 -2.951
C 2.361 -1.738 -0.471
C 4.429 6.626 2.123
C -3.875 -4.040 -2.581
C 0.073 -2.601 3.405
C 5.179 8.635 0.803
C -0.649 -3.765 4.071
C 4.115 7.559 0.963
C 4.024 3.186 -0.787
C -1.677 -3.869 -3.807
C 5.009 -0.409 5.022
C -0.930 0.339 -2.567
C 4.934 -1.075 6.388
C -3.014 1.397 -1.425
H 4.660 -0.339 7.150
H -0.432 0.262 0.072
H 5.892 -1.516 6.669
H -1.246 -0.433 -1.865
H -8.357 -4.478 -2.095
H 1.554 4.250 -2.611
H 3.144 8.031 1.129
H -0.856 -3.199 -4.063
H 0.837 4.034 -1.041
H 5.378 6.113 1.945
H 2.748 -1.933 0.528
H -7.469 -5.457 -4.186
H -2.920 0.476 -0.850
H -3.071 -2.270 -3.495
H 4.176 -1.858 6.388
H -4.596 -3.494 -1.974
H 6.149 8.174 0.593
H 3.483 0.783 5.275
H 5.825 1.467 5.707
H 2.284 5.009 -1.183
H -4.386 -4.424 -3.463
H 5.239 -1.160 4.264
H 1.236 -0.860 3.933
H 2.512 -2.619 -1.098
H -9.646 -5.362 -2.931
H 3.651 5.869 2.222
H 6.106 1.137 3.993
H 1.417 -0.113 -2.595
H -0.056 -1.246 5.077
H 0.844 -2.989 2.735
H 4.507 7.174 3.064
H -0.383 2.223 1.677
H -8.840 -6.080 -1.528
H -1.264 -4.719 -3.255
H -1.732 -3.330 -1.260
H -2.123 -4.245 -4.730
H -1.511 -1.493 3.101
H 7.056 0.288 5.227
H -0.828 -0.175 -3.525
H 4.787 6.373 -0.436
H -3.527 -4.897 -1.996
H 4.933 9.295 -0.028
H 1.431 -2.210 5.058
H 0.383 -1.722 -1.346
H 2.949 -0.937 -0.925
H 3.959 3.579 0.230
H -8.215 -8.149 -2.951
H -1.094 -4.419 3.320
H -1.675 2.374 -2.797
H 4.636 2.288 -0.843
H -1.452 -3.390 4.711
H -2.666 1.148 -3.540
H 4.485 3.955 -1.419
H 0.032 -4.354 4.689
H 0.100 2.214 -1.582
H -1.960 3.221 -0.867
H 5.276 9.235 1.710
H 0.392 -1.869 0.401
H -6.480 -6.732 -1.888
H -7.321 -7.913 -4.456
H -9.022 -7.428 -4.351
H -3.675 3.277 -0.509
H -4.047 1.438 -1.775
*
```

Computed properties:
* E_LUMO: 2.13 eV

Löwdin population analysis, charges in e, atoms 1 to 4: number 1, Br, carries 0.73; number 2, S, carries 0.57; number 3, S, carries 0.56; number 4, P, carries 0.59

no.,E (eV)
1,-17431.89934
2,-46754.36392
3,-11238.31554
4,-8316.75513
5,-19191.29782
6,-152631.40169